[1]
This record from the OMol25 dataset describes 3 unconnected molecules or ions with the total composition C30H56FN8O6S4 at a distorted geometry. The level of theory is the ωB97M-V functional and the def2-TZVPD basis.

CARTESIAN COORDINATES (ANGSTROEM)
C -0.588 -1.276 -0.855
C 0.735 -0.635 -1.324
N 1.305 0.270 -0.296
C 2.473 0.955 -0.874
C 3.052 2.083 0.007
C 0.314 1.211 0.132
S -0.239 2.342 -0.942
S -0.253 1.067 1.786
C -1.690 2.185 1.909
C -3.017 1.438 1.664
C -4.269 2.377 1.692
C -3.974 3.705 1.038
C -3.728 3.841 -0.292
C -3.744 2.661 -1.238
C -4.056 2.986 -2.718
S -4.616 1.560 -3.705
C -4.751 0.179 -2.615
N -5.871 -0.434 -2.531
N -5.699 -1.438 -1.598
C -4.491 -1.354 -1.202
O -3.800 -0.352 -1.801
N -3.443 5.208 -0.521
C -3.077 5.821 -1.821
O -2.540 7.090 -1.694
C -1.089 6.974 -1.547
C -3.551 5.784 0.649
F -3.374 7.060 0.861
N -3.867 4.967 1.636
N -4.023 5.234 2.992
C -4.870 6.112 3.246
S -6.021 7.069 3.552
H -0.525 -1.612 0.192
H -1.442 -0.594 -0.942
H -0.752 -2.177 -1.463
H 1.482 -1.418 -1.516
H 0.547 -0.078 -2.259
H 3.250 0.190 -1.033
H 2.279 1.371 -1.882
H 2.660 2.044 1.037
H 4.158 2.062 0.091
H 2.789 3.073 -0.394
H -1.488 2.995 1.194
H -1.653 2.644 2.911
H -3.120 0.654 2.430
H -2.924 0.931 0.692
H -4.595 2.455 2.737
H -5.061 1.867 1.124
H -2.836 2.048 -1.153
H -4.560 2.007 -0.884
H -4.738 3.845 -2.809
H -3.113 3.326 -3.178
H -4.095 -2.038 -0.455
H -4.009 5.910 -2.403
H -2.416 5.175 -2.416
H -0.836 6.009 -1.082
H -0.771 7.766 -0.862
H -0.659 7.073 -2.551
C -4.597 -4.815 -2.986
O -3.573 -5.785 -2.890
C -2.477 -5.382 -2.076
C -2.447 -6.148 -0.767
N -3.544 -5.747 0.110
C -3.749 -6.625 1.263
C -4.098 -8.092 1.004
O -5.378 -8.300 0.438
C -5.451 -8.135 -0.967
H -5.273 -5.117 -3.785
H -5.174 -4.756 -2.057
H -4.188 -3.829 -3.230
H -2.480 -4.300 -1.902
H -1.569 -5.620 -2.636
H -1.496 -5.953 -0.261
H -2.491 -7.215 -1.011
H -4.401 -5.723 -0.426
H -4.569 -6.192 1.842
H -2.858 -6.581 1.897
H -4.125 -8.588 1.978
H -3.328 -8.613 0.423
H -4.532 -8.448 -1.469
H -5.691 -7.100 -1.222
H -6.271 -8.755 -1.333
C 10.006 -1.791 1.181
O 9.254 -1.386 2.310
C 9.930 -0.464 3.159
C 9.315 0.921 3.066
N 9.594 1.545 1.777
C 8.810 2.749 1.507
C 7.286 2.625 1.453
O 6.793 1.884 0.347
C 6.816 0.475 0.523
H 9.494 -2.638 0.727
H 10.068 -0.992 0.434
H 11.014 -2.105 1.465
H 11.004 -0.438 2.954
H 9.801 -0.828 4.182
H 9.725 1.548 3.863
H 8.237 0.810 3.238
H 9.413 0.877 1.041
H 9.142 3.125 0.536
H 9.074 3.511 2.247
H 6.889 3.636 1.326
H 6.859 2.250 2.390
H 6.636 0.180 1.559
H 7.764 0.066 0.167
H 6.027 0.047 -0.099

Cartesian forces (eV/Å) of the 6 atoms listed first:
C 0.5 -0.4 0.1
C -0.7 -0.4 0.5
N -0.3 0.4 0.3
C 1.2 0.3 -0.1
C 0.2 0.3 0.3
C -0.6 0.8 -0.9

The spin multiplicity is 1. The total energy is -102268.792 eV. The charge is +1.



[2]
This record from the OMol25 dataset describes a molecular structure, C30H57AlF3O3 at a distorted geometry. The level of theory is the ωB97M-V functional and the def2-TZVPD basis.

CARTESIAN COORDINATES (ANGSTROEM)
C -2.202 3.249 3.012
C -3.168 2.061 3.207
C -2.568 1.092 4.277
C -2.053 -0.169 3.562
C -0.890 -0.875 4.300
C -0.451 -2.053 3.410
C 0.939 -2.605 3.770
C 1.128 -4.128 3.582
C 0.462 -4.781 2.331
C 0.630 -4.012 1.007
C -0.603 -4.079 0.053
C -1.921 -3.593 0.645
C -3.132 -3.797 -0.277
C -3.196 -2.811 -1.447
C -3.116 -1.342 -1.017
C -3.509 -0.398 -2.173
C -2.633 0.847 -2.196
C -3.229 1.697 -3.420
C -2.137 2.228 -4.350
C -2.699 3.246 -5.328
F -3.964 3.108 -5.765
C -1.942 4.252 -5.757
F -0.824 4.084 -6.394
F -2.226 5.527 -5.599
C -2.752 1.815 -0.947
O -1.552 1.890 -0.187
Al -0.162 1.531 -1.314
C 0.842 3.130 -2.018
C 1.882 3.576 -0.943
C 3.233 2.907 -1.273
C 4.180 2.872 -0.066
C 5.576 2.319 -0.505
C 5.479 0.778 -0.596
C 6.732 0.254 -1.339
O 6.555 -1.042 -1.907
C 6.102 -1.979 -0.945
O -1.293 0.630 -2.435
H -1.211 2.818 2.852
H -2.215 3.902 3.887
H -2.439 3.793 2.097
H -4.179 2.382 3.470
H -3.220 1.552 2.242
H -3.419 0.806 4.905
H -1.789 1.586 4.858
H -1.688 0.122 2.570
H -2.854 -0.898 3.388
H -0.096 -0.124 4.357
H -1.190 -1.213 5.296
H -0.364 -1.618 2.416
H -1.233 -2.811 3.424
H 1.668 -2.082 3.147
H 1.147 -2.386 4.822
H 2.199 -4.361 3.580
H 0.716 -4.650 4.455
H 0.967 -5.745 2.202
H -0.574 -5.021 2.576
H 1.459 -4.463 0.452
H 0.892 -2.961 1.136
H -0.371 -3.419 -0.792
H -0.669 -5.090 -0.367
H -1.857 -2.524 0.855
H -2.161 -4.056 1.605
H -3.212 -4.832 -0.632
H -4.032 -3.640 0.333
H -2.461 -3.034 -2.227
H -4.178 -2.948 -1.926
H -3.645 -1.142 -0.079
H -2.057 -1.124 -0.819
H -3.420 -0.975 -3.098
H -4.551 -0.071 -2.070
H -3.929 2.472 -3.092
H -3.820 0.993 -4.018
H -1.328 2.714 -3.815
H -1.728 1.397 -4.932
H -3.514 1.493 -0.223
H -2.862 2.836 -1.340
H 0.903 0.416 -0.833
H 1.420 2.805 -2.896
H 0.197 3.961 -2.329
H 2.043 4.659 -0.935
H 1.598 3.200 0.047
H 2.989 1.873 -1.535
H 3.701 3.347 -2.161
H 3.786 2.141 0.645
H 4.339 3.861 0.372
H 5.861 2.681 -1.495
H 6.291 2.620 0.266
H 4.571 0.445 -1.094
H 5.520 0.368 0.418
H 6.891 0.928 -2.184
H 7.624 0.296 -0.698
H 6.457 -1.726 0.061
H 6.499 -2.970 -1.173
H 5.008 -2.016 -0.933

Cartesian forces (eV/Å) of the 6 atoms listed first:
C -0.5 -0.6 -0.3
C 0.9 0.4 0.3
C -1.5 -0.4 -1.2
C 0.6 0.1 0.7
C -0.6 0.0 -1.2
C 0.7 0.7 0.6

The spin multiplicity is 1. The total energy is -52927.001 eV. The charge is -1.



Question: What is the spin multiplicity in the second record?
Answer: 1